The following is a DFT calculation (wB97M-V/def2-TZVPD) of an isolated ion of composition C3H7N2OS and charge +1.

## Properties
Largest force on an atom = 3.69 eV/Å
Kohn-Sham gap (alpha / beta) = 7.633 / 7.637 eV
E_LUMO (alpha / beta) = -0.2130 / -0.2129 Eh
Energy above the lowest of the compared OMol25 structures with the same formula, charge and spin = 568.5 kJ/mol
Structure (SMILES) = C=CSN[N+](C)=O
Spin multiplicity = 1
Charge = +1

Cartesian coordinates (Å):
C 3.26 -0.43 0.07
C 1.98 -0.70 0.10
C -2.22 1.22 0.12
N -0.66 -0.53 -0.20
N -1.93 -0.22 -0.02
O -2.79 -1.05 -0.04
S 0.71 0.55 -0.02
H 3.89 -1.27 0.02
H 3.47 0.64 -0.01
H 1.72 -1.79 0.09
H -3.21 1.48 -0.14
H -1.57 1.90 -0.56
H -2.26 1.64 1.06
H -0.39 -1.43 -0.49

***

The following is a DFT calculation (wB97M-V/def2-TZVPD) of an isolated molecule of C19H23N5O3.

## Properties
Largest force on an atom = 3.49 eV/Å
Kohn-Sham gap = 9.114 eV
E_LUMO = 0.0091 Eh
Energy above the lowest of the compared OMol25 structures with the same formula, charge and spin = 270.1 kJ/mol
Structure (SMILES) = CC(=O)N1CCC(c2nccnc2OC2CN(C(=O)c3ccc[nH]3)C2)CC1
Spin multiplicity = 1

Cartesian coordinates (Å):
O 1.03 -5.41 1.14
O -4.45 5.32 -0.73
N 2.43 0.78 0.25
N 1.01 3.15 -0.49
O 0.38 -0.32 0.63
C 1.58 -4.70 0.30
C -4.36 4.48 0.16
C 4.50 -5.69 -1.86
C 3.63 -4.66 -1.35
C 4.15 -6.87 -1.26
C 2.74 -5.24 -0.47
C 3.05 1.95 0.01
C 2.36 3.08 -0.39
C 1.10 0.77 0.19
C 0.36 1.95 -0.20
N 3.10 -6.59 -0.41
N -3.69 3.27 -0.09
N 1.05 -3.41 0.18
C -4.73 4.95 1.55
C -3.15 2.92 -1.41
C -3.36 2.32 0.94
C 1.86 -2.23 -0.08
C 0.21 -2.77 1.18
C -1.65 2.80 -1.38
C -1.81 2.37 1.09
C 1.05 -1.51 1.03
C -1.18 1.92 -0.23
H 5.26 -5.56 -2.62
H 3.63 -3.60 -1.69
H 4.58 -7.85 -1.36
H 4.15 2.02 0.11
H 2.87 3.98 -0.64
H 2.57 -7.23 0.21
H -3.92 4.74 2.24
H -5.60 4.42 1.91
H -4.89 6.01 1.53
H -3.33 3.68 -2.15
H -3.64 2.02 -1.79
H -3.88 2.57 1.88
H -3.68 1.33 0.65
H 1.80 -1.84 -1.10
H 2.91 -2.34 0.17
H -0.84 -2.61 0.89
H 0.24 -3.25 2.19
H -1.24 3.78 -1.26
H -1.27 2.39 -2.29
H -1.47 3.43 1.33
H -1.52 1.70 1.90
H 1.61 -1.33 1.95
H -1.54 0.91 -0.37

***

The following is a DFT calculation (wB97M-V/def2-TZVPD) of an isolated molecule of C11H10F3N5O.

## Properties
Largest force on an atom = 3.29 eV/Å
Kohn-Sham gap = 8.880 eV
E_LUMO = 0.0143 Eh
Energy above the lowest of the compared OMol25 structures with the same formula, charge and spin = 28.6 kJ/mol
Structure (SMILES) = [H]/N=c1/ccon1-c1ncc(C(F)(F)F)c(NC2CC2)n1
Spin multiplicity = 1

Cartesian coordinates (Å):
F -3.06 0.21 -1.88
F -2.47 -1.58 -2.96
F -2.96 -1.82 -0.84
N 2.95 0.13 1.87
N 1.30 -0.51 -2.07
N 0.73 -0.10 0.14
O 3.98 0.22 -1.55
C 3.52 0.21 0.70
C 5.17 0.25 -0.89
C 4.93 0.31 0.46
C 1.63 -0.20 -0.85
C 0.01 -0.80 -2.32
C -0.54 -0.30 -0.13
C -0.94 -0.69 -1.37
N 2.97 0.09 -0.58
N -1.34 -0.08 0.95
C -2.39 -0.97 -1.74
C -3.75 0.15 1.38
C -3.04 1.13 2.28
C -2.48 0.81 0.92
H 1.93 0.08 1.80
H 6.13 0.20 -1.39
H 5.71 0.28 1.28
H -0.26 -1.04 -3.32
H -0.75 0.02 1.78
H -3.72 -0.87 1.75
H -4.72 0.46 0.95
H -3.44 2.16 2.34
H -2.52 0.71 3.18
H -2.58 1.53 0.09

***

The following is a DFT calculation (wB97M-V/def2-TZVPD) of an isolated molecule of C3H3N3O2.

## Properties
Largest force on an atom = 6.27 eV/Å
Kohn-Sham gap = 8.313 eV
E_LUMO = -0.0436 Eh
Energy above the lowest of the compared OMol25 structures with the same formula, charge and spin = 722.0 kJ/mol
Structure (SMILES) = O=CC1=NN=CON1
Spin multiplicity = 1

Cartesian coordinates (Å):
C -0.20 -1.46 -1.15
C -0.26 -0.68 0.11
C -0.15 1.53 1.23
H -0.89 -2.40 -1.57
H -0.14 2.59 1.67
H 1.33 0.05 -1.13
N -1.35 -0.36 0.61
N -1.20 0.79 1.48
N 1.11 -0.03 0.05
O 0.91 -1.39 -1.79
O 0.83 1.35 0.50

***

The following is a DFT calculation (wB97M-V/def2-TZVPD) of a 2-piece molecular cluster, C4H12 overall.

## Properties
Largest force on an atom = 5.22 eV/Å
Kohn-Sham gap = 12.087 eV
E_LUMO = 0.0409 Eh
Energy above the lowest of the compared OMol25 structures with the same formula, charge and spin = 165.2 kJ/mol
Structure (SMILES) = CC.CC
Spin multiplicity = 1

Cartesian coordinates (Å):
C -0.02 -1.90 -0.48
C 0.88 -2.89 0.23
H -0.64 -2.31 -1.13
H -1.00 -1.32 0.06
H 0.45 -1.03 -0.88
H 1.67 -2.27 0.53
H 0.60 -3.47 1.14
H 1.28 -3.65 -0.42
C 0.06 1.83 0.40
C -0.91 2.94 -0.17
H -0.51 1.00 0.74
H 0.90 1.53 -0.24
H 0.73 2.30 1.20
H -1.85 2.86 0.54
H -0.38 3.87 -0.26
H -1.34 2.61 -1.17

***

The following is a DFT calculation (wB97M-V/def2-TZVPD) of C4H6N2O2 as an isolated structure.

## Properties
Largest force on an atom = 7.50 eV/Å
Kohn-Sham gap = 10.064 eV
E_LUMO = 0.0063 Eh
Energy above the lowest of the compared OMol25 structures with the same formula, charge and spin = 569.3 kJ/mol
Spin multiplicity = 1

Cartesian coordinates (Å):
C -0.17 0.29 -0.18
C -2.73 -0.24 -0.07
C 1.16 -0.26 -0.10
C 2.29 0.03 0.87
H 0.75 1.88 -0.49
H -1.29 -1.68 -0.19
H -3.49 -1.23 -0.62
H 1.04 -1.32 -0.66
H 2.25 1.07 1.51
H 2.81 -0.86 1.01
N -0.33 1.58 -0.45
N -1.44 -0.60 -0.36
O -3.16 0.89 0.43
O 2.30 0.44 -0.71

***

The following is a DFT calculation (wB97M-V/def2-TZVPD) of a 2-piece molecular cluster, C8H14O2Si overall.

## Properties
Largest force on an atom = 1.67 eV/Å
Kohn-Sham gap (alpha / beta) = 8.329 / 6.744 eV
E_LUMO (alpha / beta) = 0.0002 / -0.0032 Eh
Energy above the lowest of the compared OMol25 structures with the same formula, charge and spin = 299.4 kJ/mol
Spin multiplicity = 1

Cartesian coordinates (Å):
C -1.11 -1.00 -0.62
C -0.28 0.01 -0.80
C -2.59 0.33 0.80
C -1.59 1.48 0.61
C -2.36 0.77 -1.52
C -2.52 -0.42 -0.55
C -1.08 1.28 -0.83
C 3.01 -1.96 1.18
O 4.13 -0.74 -1.14
O 3.62 0.98 0.74
Si 3.12 -0.43 0.08
H -0.90 -2.05 -0.48
H -2.32 -0.33 1.63
H -3.60 0.70 0.97
H -2.08 2.45 0.71
H -0.77 1.44 1.33
H -2.18 0.45 -2.54
H -3.19 1.47 -1.49
H -3.34 -1.11 -0.73
H -0.60 2.15 -1.27
H 3.35 -2.82 0.61
H 3.64 -1.86 2.06
H 2.00 -2.15 1.50
H 4.52 -0.05 -1.68
H 3.12 1.39 1.43